# C44H73Cl8FeNO26

A structure of composition C44H73Cl8FeNO26 (ωB97M-V with the def2-TZVPD basis set, OMol25).

2S+1: 5
Total charge: 0
E_tot in a.u.: -8676.67950
Highest occupied orbital energy (alpha / beta) in eV: -8.913 / -7.886
Gap between HOMO and LUMO (alpha / beta) in eV: 9.12 / 8.09

Atoms and positions in Å:
Fe -0.0058 -1.3712 1.1087
O 1.7799 -1.9362 1.4414
H 1.6675 -2.1039 2.3724
N -0.2878 1.3204 -0.7369
O -1.1118 0.9896 -1.5909
O 0.0042 2.4774 -0.6036
O 0.2511 0.5008 -0.0025
C 1.0053 3.4234 -3.9017
Cl 2.6155 3.4872 -3.1941
Cl 0.9803 3.0199 -5.6338
H 0.3932 2.7569 -3.2958
H 0.5993 4.4341 -3.9032
C -2.8028 4.1435 -2.9680
Cl -2.9191 4.2776 -1.2133
Cl -1.7845 5.3897 -3.7103
H -2.4075 3.1820 -3.3114
H -3.8466 4.2003 -3.2860
C -4.7236 1.3362 -5.9211
Cl -5.3840 2.5962 -4.8722
Cl -3.5858 0.2887 -5.0608
H -5.5496 0.7301 -6.2747
H -4.1783 1.8068 -6.7514
C 1.5720 5.5351 -0.1770
Cl 3.1945 6.0489 -0.5665
Cl 0.3528 6.3998 -1.1137
H 1.4890 4.4828 -0.4760
H 1.3492 5.6850 0.8763
O -0.2711 -0.1212 3.0366
C -0.8814 0.2975 3.9927
O -0.3721 1.3089 4.7522
C -1.2570 1.5910 5.8668
C -2.5518 0.9380 5.5213
C -2.1652 -0.1834 4.6568
H -1.3601 2.6746 5.9513
H -0.7140 1.1208 6.7033
H -3.2333 1.6580 5.0542
H -3.0583 0.6691 6.4546
H -2.8394 -0.5796 3.9115
H -1.8521 -0.9990 5.3288
O -4.3487 3.8688 3.6047
C -3.2613 4.2258 3.2543
O -2.2141 3.4189 3.2438
C -0.9944 4.1225 2.8888
C -1.4428 5.4484 2.2813
C -2.8056 5.6471 2.9206
H -0.3687 3.5039 2.2354
H -0.4315 4.2249 3.8262
H -1.4610 5.3235 1.1832
H -0.7872 6.3323 2.3741
H -3.5961 6.1369 2.3407
H -2.6949 6.2217 3.8353
O -2.1795 -0.9375 1.1500
C -3.0569 -0.2969 0.6055
O -3.8997 -0.8184 -0.2551
C -4.7871 0.1967 -0.7655
C -4.8166 1.2765 0.3060
C -3.4626 1.1356 0.8810
H -5.7169 -0.3008 -1.0659
H -4.2659 0.5324 -1.6704
H -5.5870 1.0923 1.0523
H -4.9999 2.2372 -0.1876
H -3.3988 1.3392 1.9473
H -2.7759 1.8239 0.3640
O -0.4021 -2.5818 -0.6541
C -1.0176 -3.0352 -1.5867
O -0.5855 -4.2174 -2.1328
C -1.4783 -4.5897 -3.2204
C -2.3251 -3.4024 -3.5535
C -2.2901 -2.5607 -2.2948
H -2.0506 -5.4422 -2.8169
H -0.8384 -4.9270 -4.0641
H -3.3510 -3.7265 -3.7567
H -1.9350 -2.8955 -4.4380
H -3.1457 -2.8380 -1.6713
H -2.3111 -1.4669 -2.4054
O 1.5686 -2.3897 -5.1740
C 2.1742 -1.6520 -4.4480
O 3.4814 -1.3455 -4.6802
C 3.9104 -0.3662 -3.7074
C 2.9295 -0.4149 -2.5296
C 1.7023 -1.0218 -3.1547
H 3.7292 0.5922 -4.2108
H 4.9549 -0.5439 -3.4970
H 2.7732 0.5859 -2.1124
H 3.2498 -1.1233 -1.7636
H 0.9606 -0.2641 -3.4193
H 1.2054 -1.7327 -2.4902
O -0.9451 -3.0107 2.1461
C -0.8979 -3.8204 3.0343
O -1.9741 -4.1372 3.7173
C -1.6770 -5.0828 4.7106
C -0.3707 -5.7066 4.3360
C 0.3118 -4.5538 3.6213
H -2.5280 -5.7699 4.7751
H -1.6540 -4.5538 5.6684
H -0.5289 -6.6352 3.7487
H 0.2111 -5.9712 5.2175
H 0.9205 -4.9268 2.7861
H 0.9269 -3.9422 4.2844
O 5.8996 -1.2547 2.7439
C 5.9469 -1.8632 1.7177
O 6.6014 -3.0615 1.5871
C 6.2341 -3.6109 0.3112
C 5.6568 -2.5431 -0.5428
C 5.1619 -1.5543 0.4598
H 5.5393 -4.4164 0.5284
H 7.1393 -4.0403 -0.1505
H 4.8716 -2.9874 -1.1543
H 6.4104 -2.1235 -1.2139
H 4.1311 -1.7894 0.7408
H 5.2432 -0.5118 0.1517
O 6.7075 3.0511 1.2204
C 5.5409 2.8369 1.0603
O 4.7819 2.4189 2.1355
C 3.4386 2.2319 1.7256
C 3.4801 1.9456 0.2065
C 4.6740 2.7425 -0.2287
H 2.9181 3.1526 2.0041
H 2.9860 1.4282 2.2950
H 2.5750 2.3460 -0.2604
H 3.5290 0.8779 0.0106
H 4.4198 3.6848 -0.7189
H 5.3083 2.2521 -0.9796
C 0.4192 -0.6118 -7.5765
C -0.8657 -0.6819 -6.7704
O -1.8817 -1.3857 -7.5152
C -2.6959 -0.6450 -8.2896
O -2.7819 0.5325 -8.3910
O -3.4330 -1.5192 -8.9755
C -4.2954 -0.9467 -9.8953
H 1.1352 -0.1733 -6.8638
H 0.3967 0.0555 -8.4445
H 0.7935 -1.6133 -7.8059
H -1.2348 0.3227 -6.5894
H -0.7478 -1.2305 -5.8322
H -5.2966 -0.8334 -9.4583
H -4.3441 -1.6433 -10.7285
H -3.8839 0.0046 -10.2048
C 0.9617 -2.7473 8.8478
C 0.1579 -2.7527 7.5226
O 0.9722 -2.6624 6.3303
C 1.5546 -1.4402 6.0656
O 1.3020 -0.4480 6.7031
O 2.3947 -1.6263 5.0467
C 2.9530 -0.4487 4.4861
H 1.3707 -1.8017 9.1907
H 1.7053 -3.5434 8.9072
H 0.2015 -3.1027 9.5349
H -0.4871 -1.8757 7.4969
H -0.3629 -3.7111 7.4048
H 3.4187 -0.6577 3.5149
H 3.7200 -0.1124 5.1897
H 2.1986 0.3258 4.3725

Atomic partial charges in e from the Löwdin method, atoms 1 to 99: number 1, Fe, carries 0.78; number 2, O, carries -0.35; number 3, H, carries -0.07; number 4, N, carries -0.61; number 5, O, carries -0.02; number 6, O, carries -0.02; number 7, O, carries -0.05; number 8, C, carries -1.03; number 9, Cl, carries 0.57; number 10, Cl, carries 0.52; number 11, H, carries 0.01; number 12, H, carries -0.05; number 13, C, carries -1.01; number 14, Cl, carries 0.57; number 15, Cl, carries 0.54; number 16, H, carries 0.02; number 17, H, carries -0.03; number 18, C, carries -0.99; number 19, Cl, carries 0.55; number 20, Cl, carries 0.58; number 21, H, carries 0.03; number 22, H, carries 0.03; number 23, C, carries -1.05; number 24, Cl, carries 0.57; number 25, Cl, carries 0.52; number 26, H, carries -0.01; number 27, H, carries 0.02; number 28, O, carries 0.08; number 29, C, carries -0.41; number 30, O, carries 0.01; number 31, C, carries -0.13; number 32, C, carries -0.17; number 33, C, carries -0.06; number 34, H, carries 0.13; number 35, H, carries 0.13; number 36, H, carries 0.11; number 37, H, carries 0.13; number 38, H, carries 0.13; number 39, H, carries 0.14; number 40, O, carries 0.11; number 41, C, carries -0.51; number 42, O, carries 0.01; number 43, C, carries -0.12; number 44, C, carries -0.16; number 45, C, carries -0.06; number 46, H, carries 0.13; number 47, H, carries 0.13; number 48, H, carries 0.07; number 49, H, carries 0.12; number 50, H, carries 0.13; number 51, H, carries 0.13; number 52, O, carries 0.05; number 53, C, carries -0.44; number 54, O, carries 0.04; number 55, C, carries -0.11; number 56, C, carries -0.14; number 57, C, carries -0.08; number 58, H, carries 0.14; number 59, H, carries 0.12; number 60, H, carries 0.13; number 61, H, carries 0.11; number 62, H, carries 0.12; number 63, H, carries 0.10; number 64, O, carries 0.07; number 65, C, carries -0.39; number 66, O, carries 0.03; number 67, C, carries -0.14; number 68, C, carries -0.16; number 69, C, carries -0.05; number 70, H, carries 0.13; number 71, H, carries 0.14; number 72, H, carries 0.12; number 73, H, carries 0.11; number 74, H, carries 0.13; number 75, H, carries 0.12; number 76, O, carries 0.10; number 77, C, carries -0.47; number 78, O, carries 0.03; number 79, C, carries -0.13; number 80, C, carries -0.14; number 81, C, carries -0.06; number 82, H, carries 0.11; number 83, H, carries 0.12; number 84, H, carries 0.09; number 85, H, carries 0.11; number 86, H, carries 0.13; number 87, H, carries 0.12; number 88, O, carries 0.07; number 89, C, carries -0.43; number 90, O, carries 0.07; number 91, C, carries -0.18; number 92, C, carries -0.15; number 93, C, carries -0.04; number 94, H, carries 0.13; number 95, H, carries 0.11; number 96, H, carries 0.13; number 97, H, carries 0.12; number 98, H, carries 0.14; number 99, H, carries 0.12